[1]
{
  "formula": "C32H45BClN8O7PS",
  "method": "wB97M-V/def2-TZVPD",
  "homo_energy_ev": -8.9,
  "smiles": "CCB(O)c1c(CCCCCCCSc2nnco2)c(C)c(CC(=O)N(C)C)c2nc(CC(=O)Cl)c(P(=O)(O)O)nc12.CC#N.CC#N.CC#N",
  "de_lowest_kcal_mol": 0.0,
  "fmax_ev_per_a": 0.885,
  "species": ["C", "C", "B", "O", "C", "C", "C", "C", "C", "C", "C", "C", "C", "S", "C", "N", "N", "C", "O", "C", "C", "C", "C", "C", "O", "N", "C", "C", "C", "N", "C", "C", "C", "O", "Cl", "C", "P", "O", "O", "O", "N", "C", "H", "H", "H", "H", "H", "H", "H", "H", "H", "H", "H", "H", "H", "H", "H", "H", "H", "H", "H", "H", "H", "H", "H", "H", "H", "H", "H", "H", "H", "H", "H", "H", "H", "H", "H", "H", "C", "C", "N", "H", "H", "H", "C", "C", "N", "H", "H", "H", "C", "C", "N", "H", "H", "H"],
  "coordinates": [[-6.45, -1.46, -2.03], [-5.40, -1.16, -0.96], [-3.98, -0.75, -1.50], [-3.69, -0.82, -2.84], [-2.88, -0.30, -0.46], [-2.58, 1.00, -0.16], [-3.23, 2.11, -0.94], [-2.33, 2.57, -2.12], [-2.80, 2.19, -3.53], [-1.73, 1.40, -4.27], [-2.10, 1.02, -5.70], [-2.66, -0.40, -5.86], [-1.78, -1.49, -5.25], [-1.12, -2.61, -6.52], [0.35, -3.09, -5.73], [0.84, -4.27, -5.59], [2.05, -4.13, -4.92], [2.17, -2.88, -4.70], [1.15, -2.14, -5.18], [-1.61, 1.29, 0.87], [-1.23, 2.70, 1.21], [-1.00, 0.28, 1.55], [0.00, 0.53, 2.64], [1.41, 0.16, 2.26], [1.80, 0.08, 1.12], [2.28, -0.04, 3.38], [3.40, 0.90, 3.35], [2.72, -1.43, 3.46], [-1.28, -1.07, 1.22], [-0.64, -2.09, 1.86], [-0.93, -3.31, 1.50], [-0.21, -4.41, 2.24], [-1.05, -5.31, 3.11], [-0.69, -6.37, 3.50], [-2.60, -4.64, 3.63], [-1.87, -3.58, 0.46], [-2.35, -5.23, -0.16], [-3.45, -5.83, 0.57], [-2.73, -4.97, -1.69], [-1.02, -6.12, -0.19], [-2.50, -2.61, -0.15], [-2.22, -1.34, 0.22], [-6.14, -2.30, -2.64], [-7.40, -1.74, -1.59], [-6.63, -0.61, -2.69], [-5.29, -1.99, -0.26], [-5.75, -0.31, -0.35], [-4.45, -0.57, -3.38], [-4.22, 1.81, -1.28], [-3.37, 2.98, -0.31], [-1.36, 2.11, -1.96], [-2.17, 3.64, -2.05], [-2.98, 3.10, -4.09], [-3.75, 1.66, -3.52], [-0.82, 2.01, -4.29], [-1.49, 0.52, -3.67], [-1.23, 1.11, -6.36], [-2.84, 1.71, -6.09], [-3.66, -0.46, -5.44], [-2.77, -0.59, -6.93], [-2.37, -2.10, -4.58], [-0.97, -1.09, -4.65], [2.97, -2.36, -4.20], [-1.93, 3.44, 0.87], [-1.08, 2.86, 2.27], [-0.29, 2.92, 0.70], [0.03, 1.56, 2.98], [-0.25, -0.07, 3.51], [4.04, 0.68, 4.20], [3.03, 1.91, 3.49], [3.99, 0.83, 2.43], [1.86, -2.06, 3.65], [3.38, -1.53, 4.33], [3.24, -1.77, 2.56], [0.48, -3.93, 2.93], [0.38, -5.02, 1.56], [-1.97, -4.75, -2.24], [-0.32, -5.74, -0.74], [7.12, 3.17, 2.98], [5.74, 3.52, 3.28], [4.66, 3.80, 3.51], [7.16, 2.23, 2.43], [7.59, 3.95, 2.38], [7.68, 3.06, 3.91], [2.55, 4.84, 1.89], [1.14, 5.09, 2.14], [0.02, 5.29, 2.33], [2.66, 3.95, 1.26], [2.99, 5.69, 1.37], [3.07, 4.67, 2.82], [8.44, 3.54, 7.02], [9.21, 4.45, 6.18], [9.81, 5.17, 5.52], [8.05, 4.08, 7.88], [7.61, 3.12, 6.46], [9.08, 2.74, 7.37]]
}

[2]
{
  "formula": "C32H45BiFN3O5SSi",
  "method": "wB97M-V/def2-TZVPD",
  "homo_energy_ev": -8.1,
  "de_lowest_kcal_mol": 10.1,
  "fmax_ev_per_a": 0.100,
  "species": ["Bi", "C", "C", "C", "C", "C", "C", "C", "H", "H", "H", "H", "H", "H", "H", "H", "O", "C", "C", "C", "C", "C", "C", "C", "O", "N", "N", "C", "C", "C", "C", "C", "C", "N", "H", "H", "H", "H", "H", "H", "H", "H", "H", "H", "C", "C", "C", "C", "O", "Si", "S", "O", "C", "C", "C", "C", "O", "C", "C", "C", "C", "H", "H", "H", "H", "H", "H", "H", "H", "H", "H", "H", "H", "H", "H", "H", "H", "H", "H", "H", "H", "H", "H", "H", "H", "H", "H", "H", "F"],
  "coordinates": [[0.20, 0.97, -0.61], [-1.59, 4.37, -2.58], [-2.10, 3.05, -2.07], [-2.60, 2.92, -0.78], [-3.13, 1.72, -0.33], [-3.14, 0.61, -1.17], [-2.62, 0.71, -2.46], [-2.11, 1.93, -2.90], [-2.38, 4.91, -3.11], [-0.77, 4.23, -3.28], [-1.24, 5.00, -1.76], [-2.58, 3.78, -0.11], [-3.50, 1.64, 0.68], [-3.52, -0.34, -0.81], [-2.58, -0.15, -3.10], [-1.70, 2.00, -3.90], [-1.19, -1.97, -4.21], [-0.05, -1.98, -4.98], [0.08, -2.86, -6.04], [1.21, -2.84, -6.84], [2.22, -1.92, -6.59], [2.08, -1.03, -5.54], [0.95, -1.05, -4.71], [0.88, -0.11, -3.55], [0.43, -0.53, -2.45], [1.35, 1.11, -3.80], [1.26, 1.89, -2.69], [1.75, 3.06, -2.75], [1.63, 3.94, -1.59], [2.11, 5.24, -1.65], [1.95, 6.07, -0.55], [1.32, 5.57, 0.58], [0.88, 4.26, 0.56], [1.02, 3.46, -0.49], [-1.77, -2.67, -4.53], [-0.72, -3.57, -6.24], [1.30, -3.54, -7.66], [3.10, -1.89, -7.21], [2.84, -0.30, -5.32], [2.24, 3.42, -3.65], [2.59, 5.59, -2.55], [2.32, 7.09, -0.58], [1.17, 6.18, 1.46], [0.40, 3.82, 1.43], [1.45, -2.75, -0.22], [0.04, -2.61, 0.33], [-1.02, -2.82, -0.74], [-0.19, -3.59, 1.48], [-0.12, -1.22, 0.79], [0.14, -0.62, 2.34], [-0.10, 1.42, 2.11], [1.63, -1.16, 2.73], [2.34, -1.15, 3.98], [1.97, 0.07, 4.81], [3.82, -1.11, 3.60], [2.01, -2.44, 4.72], [-0.87, -1.30, 3.44], [-2.26, -1.12, 3.72], [-2.44, 0.11, 4.60], [-2.69, -2.38, 4.47], [-3.05, -0.98, 2.42], [1.60, -3.77, -0.59], [2.18, -2.54, 0.56], [1.61, -2.06, -1.04], [-0.96, -3.84, -1.12], [-0.87, -2.13, -1.58], [-2.01, -2.67, -0.31], [-0.06, -4.60, 1.09], [-1.20, -3.50, 1.88], [0.52, -3.44, 2.29], [2.17, 0.98, 4.25], [2.55, 0.08, 5.73], [0.91, 0.05, 5.08], [4.03, -0.20, 3.03], [4.07, -1.97, 2.98], [4.44, -1.12, 4.49], [0.94, -2.49, 4.93], [2.56, -2.49, 5.67], [2.29, -3.30, 4.12], [-1.84, 0.00, 5.51], [-3.49, 0.22, 4.88], [-2.11, 1.01, 4.07], [-2.10, -2.48, 5.38], [-2.54, -3.26, 3.86], [-3.75, -2.32, 4.74], [-2.70, -0.12, 1.86], [-4.11, -0.85, 2.64], [-2.93, -1.87, 1.80], [2.15, 0.55, -0.31]]
}